Entry 1:
C33H28Cl5F5IN2OPSTaTe as an isolated structure. Source: the OMol25 dataset; level of theory: the ωB97M-V functional and the def2-TZVPD basis.

Last column: Löwdin charge in e.
Atoms and positions in Å:
Ta: -0.2774 -0.8821 -0.8002  1.453
Cl: -0.8500 -0.2584 2.4719  0.748
C: -2.1969 -0.9627 1.6610  -0.685
C: -2.1525 -1.1015 0.2645  -0.394
C: -3.2883 -1.6910 -0.3191  -0.700
Cl: -3.4332 -1.6380 -2.0582  0.744
C: -4.3665 -2.1800 0.4001  -0.705
Cl: -5.7080 -2.8778 -0.3828  0.795
C: -4.3424 -2.0604 1.7998  -0.676
Cl: -5.6310 -2.6603 2.7173  0.819
C: -3.2652 -1.4236 2.4286  -0.691
Cl: -3.2597 -1.2336 4.1225  0.777
I: 2.4688 -0.2429 -2.1481  1.151
C: 3.6362 1.0157 -0.9015  -0.539
C: 4.9017 0.4921 -0.8079  -0.163
C: 5.9774 1.2468 -0.3152  -0.030
C: 5.7621 2.5539 -0.0143  0.009
C: 4.4665 3.1199 -0.0984  -0.134
C: 4.3567 4.5081 0.1617  0.027
C: 3.1606 5.1541 0.0945  -0.015
C: 2.0169 4.3797 -0.1191  -0.078
C: 2.0550 3.0114 -0.3422  -0.214
P: 0.3608 2.4769 -0.1648  0.942
C: -0.6670 3.2217 -1.4323  -0.335
C: -0.5412 2.7687 -2.7561  -0.124
C: -1.2032 3.4316 -3.7810  -0.050
C: -1.9504 4.5739 -3.5045  -0.028
C: -2.0434 5.0493 -2.2050  -0.037
C: -1.4092 4.3782 -1.1678  -0.081
C: -0.2577 2.9350 1.4388  -0.321
C: 0.6058 3.1912 2.5024  -0.050
C: 0.0844 3.4176 3.7682  -0.029
C: -1.2877 3.3904 3.9722  -0.023
C: -2.1539 3.1287 2.9155  -0.046
C: -1.6412 2.8945 1.6542  -0.119
C: 3.3229 2.3378 -0.4610  -0.155
H: 5.0993 -0.5094 -1.1641  0.086
H: 6.9606 0.8037 -0.2465  0.129
H: 6.5799 3.1948 0.2882  0.135
H: 5.2630 5.0517 0.3966  0.138
H: 3.0785 6.2194 0.2540  0.131
H: 1.0601 4.8883 -0.0543  0.114
H: 0.0818 1.9151 -2.9893  0.076
H: -1.1060 3.0793 -4.7996  0.130
H: -2.4500 5.0979 -4.3086  0.134
H: -2.6126 5.9446 -1.9942  0.133
H: -1.4845 4.7681 -0.1613  0.117
H: 1.6768 3.2189 2.3479  0.119
H: 0.7510 3.6245 4.5941  0.126
H: -1.6879 3.5821 4.9589  0.128
H: -3.2232 3.1192 3.0797  0.125
H: -2.3174 2.7092 0.8278  0.091
C: 1.3469 -6.7102 -1.3917  -0.056
C: 2.0821 -5.3880 -1.5070  -0.189
N: 1.4249 -4.3103 -0.7328  0.053
C: 1.8880 -3.6217 0.2832  -0.659
S: 1.1329 -2.1021 0.8273  0.627
N: 2.9066 -3.9749 1.0452  0.030
C: 3.4941 -5.3178 1.2530  -0.198
C: 3.8106 -5.4998 2.7252  -0.057
H: 1.8711 -7.4688 -1.9710  0.096
H: 0.3344 -6.6314 -1.7879  0.086
H: 1.2828 -7.0518 -0.3587  0.076
H: 2.0884 -5.0449 -2.5422  0.132
H: 3.1182 -5.4596 -1.1929  0.106
H: 0.5575 -3.9758 -1.1244  0.097
H: 3.2124 -3.2735 1.7056  0.123
H: 4.3958 -5.4136 0.6478  0.129
H: 2.7697 -6.0567 0.9197  0.106
H: 4.5290 -4.7544 3.0705  0.087
H: 4.2587 -6.4796 2.8803  0.096
H: 2.9097 -5.4362 3.3348  0.090
F: -4.9718 0.7320 -1.0626  -0.406
Te: -3.4383 1.2296 -1.9383  1.976
F: -4.1389 2.9176 -2.0826  -0.384
F: -0.4393 -2.5107 -1.7126  -0.418
F: -3.8640 0.9001 -3.6832  -0.394
F: -0.7884 -0.1588 -2.4849  -0.503
O: 0.1737 0.9053 -0.2566  -0.600

Properties
- Spin multiplicity: 1
- Frontier orbital gap: 6.539 eV
- Net charge: +3


Entry 2:
C33H28Cl5N4NiOS3Si as an isolated structure. Source: the OMol25 dataset; level of theory: the ωB97M-V functional and the def2-TZVPD basis.

Last column: Löwdin charge in e.
Atoms and positions in Å:
Ni: -0.0458 -0.1086 0.2854  0.306
Cl: 0.5081 0.3046 2.8160  0.672
C: 2.0623 0.1884 1.9952  -0.658
C: 1.9667 0.0377 0.6223  -0.219
C: 3.1840 -0.0723 -0.0251  -0.673
Cl: 3.1846 -0.2779 -1.7560  0.702
C: 4.4078 -0.0344 0.6441  -0.705
Cl: 5.8980 -0.1738 -0.2195  0.649
C: 4.4355 0.1182 2.0302  -0.710
Cl: 5.9367 0.1622 2.8797  0.652
C: 3.2357 0.2306 2.7294  -0.711
Cl: 3.2227 0.4109 4.4460  0.658
S: -4.9155 -5.2450 -1.7845  0.532
C: -3.6458 -4.6204 -0.8996  -1.101
S: -3.5661 -2.9582 -0.4346  0.992
C: -2.0094 -3.2051 0.3059  -1.074
N: -1.5981 -4.4250 0.2216  0.027
N: -2.5241 -5.2146 -0.4363  -0.137
C: -2.1439 -6.5800 -0.5876  -0.202
C: -0.7896 -6.8797 -0.6820  -0.028
C: -0.3880 -8.1972 -0.8153  -0.088
C: -1.3262 -9.2209 -0.8503  -0.106
C: -2.6723 -8.9118 -0.7362  -0.090
C: -3.0893 -7.5952 -0.5998  -0.052
S: -1.1874 -1.9628 1.1835  0.546
H: -0.0713 -6.0759 -0.6452  0.105
H: 0.6681 -8.4228 -0.8937  0.100
H: -1.0091 -10.2498 -0.9603  0.094
H: -3.4141 -9.7003 -0.7472  0.098
H: -4.1373 -7.3577 -0.5087  0.055
C: -1.0785 -0.4058 -5.7796  -0.096
C: -0.5207 0.2026 -4.4906  -0.597
C: 1.0102 0.1791 -4.5565  -0.113
C: -0.9817 1.6602 -4.3818  -0.096
Si: -1.1144 -0.7311 -2.9344  0.430
O: -0.5019 -0.1101 -1.6090  -0.374
C: -0.6678 -2.5516 -3.1660  -0.197
C: -1.5723 -3.5672 -3.4866  -0.100
C: -1.1555 -4.8813 -3.6638  -0.093
C: 0.1829 -5.2101 -3.5125  -0.113
C: 1.0968 -4.2258 -3.1583  -0.087
C: 0.6715 -2.9168 -2.9835  -0.094
C: -3.0068 -0.5262 -2.9069  -0.219
C: -3.9054 -1.0048 -3.8656  -0.106
C: -5.2704 -0.7710 -3.7672  -0.089
C: -5.7772 -0.0413 -2.7011  -0.105
C: -4.9079 0.4455 -1.7367  -0.103
C: -3.5457 0.1999 -1.8429  -0.123
H: -0.5826 0.0414 -6.6497  0.077
H: -2.1488 -0.2181 -5.8849  0.064
H: -0.9151 -1.4854 -5.8252  0.076
H: 1.3601 0.7911 -5.3976  0.078
H: 1.3927 -0.8329 -4.7047  0.071
H: 1.4485 0.5766 -3.6371  0.027
H: -0.6438 2.2354 -5.2533  0.078
H: -0.5728 2.1306 -3.4855  0.056
H: -2.0705 1.7356 -4.3299  0.074
H: -2.6258 -3.3400 -3.5945  0.079
H: -1.8816 -5.6511 -3.9018  0.103
H: 0.5075 -6.2348 -3.6484  0.096
H: 2.1400 -4.4801 -3.0094  0.098
H: 1.3914 -2.1633 -2.6842  0.054
H: -3.5423 -1.5895 -4.7026  0.092
H: -5.9416 -1.1626 -4.5219  0.097
H: -6.8423 0.1368 -2.6196  0.093
H: -5.2974 0.9974 -0.8880  0.091
H: -2.8638 0.5673 -1.0860  0.071
N: -2.4565 3.2609 0.4127  0.065
C: -1.6131 3.7282 -0.5710  -0.080
C: -0.5922 2.8338 -0.6323  -0.116
N: -0.8006 1.8411 0.2886  -0.013
C: -1.9263 2.1195 0.8982  -0.189
H: -3.3303 3.6693 0.6927  0.150
H: -1.8218 4.6195 -1.1320  0.108
H: 0.2630 2.8141 -1.2830  0.112
H: -2.3889 1.5185 1.6637  0.131

Properties
- ⟨S²⟩: 2.01
- Spin multiplicity: 3
- Frontier orbital gap (alpha / beta): 7.201 / 7.215 eV
- Net charge: -1


Entry 3:
A 6-piece molecular cluster, C33H28O11 overall. Source: the OMol25 dataset; level of theory: the ωB97M-V functional and the def2-TZVPD basis.

Last column: Löwdin charge in e.
Atoms and positions in Å:
O: -3.4290 -4.3620 0.5525  0.073
C: -4.0300 -4.2540 1.6245  -0.419
C: -5.5550 -4.0550 1.7275  0.163
C: -6.1740 -3.5490 3.1125  0.082
C: -5.4000 -3.3640 4.2715  -0.510
O: -5.7460 -2.9100 5.3175  0.128
C: -3.9810 -3.8180 4.1565  0.052
C: -3.3340 -4.2480 2.9125  0.000
H: -6.1640 -4.1980 0.9695  0.030
H: -7.2240 -3.2320 3.1045  0.106
H: -3.3410 -3.8840 5.0725  0.124
H: -2.1240 -4.1960 2.8245  0.152
O: 1.8950 4.0950 -6.1885  0.099
C: 1.0900 3.4200 -5.5545  -0.384
C: 0.9290 1.9070 -5.7995  0.090
C: -0.1540 1.2260 -5.0315  0.081
C: -0.8460 1.9280 -3.8715  -0.409
O: -1.5650 1.1700 -3.1675  0.047
C: -0.9700 3.2900 -3.9565  0.018
C: 0.1520 3.9840 -4.5465  0.092
H: 1.6180 1.4360 -6.5375  0.116
H: -0.3560 0.2410 -5.2275  0.062
H: -1.3910 3.8210 -3.1405  0.068
H: -0.1290 5.0410 -4.7055  0.128
O: -1.6110 -1.8150 2.8345  0.039
C: -1.0080 -1.2260 1.8945  -0.378
C: -1.6080 -0.2620 0.8805  0.082
C: -0.7350 0.3420 -0.1105  0.001
C: 0.6410 0.2930 -0.0935  -0.472
O: 1.3700 0.9940 -0.8575  0.071
C: 1.1970 -0.7910 0.6295  0.071
C: 0.3380 -1.6690 1.5375  0.072
H: -2.7060 -0.1340 0.9905  0.123
H: -1.3540 1.0940 -0.8755  0.159
H: 2.2540 -1.0500 0.6425  0.114
H: 0.7560 -2.4660 2.2525  0.131
O: 2.1330 -2.5340 7.7135  0.077
C: 2.7060 -2.5480 6.6315  -0.376
C: 4.1610 -3.2200 6.5425  0.133
C: 4.6630 -3.1960 5.1525  0.031
C: 4.1850 -2.4210 4.0235  -0.393
O: 4.6770 -2.3860 2.8875  0.088
C: 2.8690 -1.7650 4.2175  0.105
C: 2.0650 -1.8750 5.5045  0.109
H: 4.7100 -3.5340 7.3845  0.086
H: 5.4750 -3.8380 5.0555  0.078
H: 2.4620 -1.2190 3.6265  -0.025
H: 1.2590 -1.2550 5.5645  0.077
O: 1.0860 5.0530 1.1045  0.108
C: 0.2630 5.6530 0.5105  -0.422
C: -0.6100 4.9810 -0.6285  0.156
C: -1.6330 6.0260 -1.2455  0.048
C: -1.7730 7.3290 -0.8265  -0.463
O: -2.6680 8.0570 -1.3165  0.081
C: -0.8270 7.9250 0.1195  0.029
C: 0.2600 7.1650 0.6725  0.052
H: -0.6360 3.9380 -0.8275  0.067
H: -2.0630 5.3410 -2.0305  0.096
H: -0.8200 8.9630 0.1295  0.087
H: 1.0460 7.6290 1.4755  0.169
C: 1.5310 -1.6510 -3.0885  -0.008
C: 2.1380 -2.0050 -4.4485  -0.502
C: 3.1880 -3.0140 -4.5265  -0.056
O: 1.1800 -2.4950 -5.3715  -0.066
H: 0.9270 -2.4140 -2.6705  0.097
H: 1.2510 -0.6310 -3.0215  0.060
H: 2.3950 -1.6060 -2.6515  0.010
H: 2.4060 -1.1330 -5.0745  0.137
H: 3.0110 -3.9290 -3.9535  0.090
H: 3.9660 -2.5760 -3.7595  0.131
H: 3.4000 -3.3000 -5.4665  0.044
H: 0.3110 -2.3140 -5.0505  0.061

Properties
- Spin multiplicity: 1
- SMILES: O=C1C=CC(=O)C=C1.O=C1C=CC(=O)C=C1.O=C1C=CC(=O)C=C1.O=C1C=CC(=O)C=C1.O=C1C=CC(=O)C=C1.CC(C)O
- Frontier orbital gap: 7.134 eV


Record order is preserved below.
Energy relative to the best compared isomer or geometry (same formula, charge and spin): 0.00, 7.70, 451.96 kcal/mol